#A
Entry from OMol25: 2 unconnected molecules or ions with the total composition C2H3BrNO (ωB97M-V/def2-TZVPD).

Orbital gap ... 7.7 eV
HOMO level ... -0.1402 hartree

```
! RIJCOSX wB97M-V def2-TZVPD def2/J DEFGRID3
* xyz -1 1
C -1.127 0.592 0.017
C 0.289 0.114 0.331
N -0.605 -0.751 0.060
O -1.041 -1.926 -0.116
Br 3.595 0.107 -0.142
H -1.815 0.897 0.809
H -1.396 0.987 -0.967
H 2.100 -0.020 0.007
*
```


#B
Entry from OMol25: 2 unconnected molecules or ions with the total composition C2H3BrNO (ωB97M-V/def2-TZVPD).

Orbital gap ... 8.1 eV
HOMO level ... -0.1542 hartree

```
! RIJCOSX wB97M-V def2-TZVPD def2/J DEFGRID3
* xyz -1 1
C -0.461 0.919 -0.526
C 0.376 -0.277 -0.035
N 0.158 0.657 0.808
O 0.284 1.133 1.932
Br 0.447 -3.692 -0.525
H -0.063 1.928 -0.958
H -1.559 0.744 -0.481
H 0.819 -1.414 -0.216
*
```


Most stable: #B. Least stable: #A.


#A
Entry from OMol25: a gas-phase ion, C5H10N3O (charge +1) (ωB97M-V/def2-TZVPD).

Orbital gap (spin up / spin down) ... 8.5 / 8.5 eV
HOMO level (spin up / spin down) ... -0.4477 / -0.4476 hartree
Structure (SMILES) ... CO/C=N/C=C\C=N\[NH3+]

```
! RIJCOSX wB97M-V def2-TZVPD def2/J DEFGRID3
* xyz 1 1
C -2.816 0.550 0.716
O -2.388 0.571 -0.646
C -1.541 -0.363 -1.042
N -1.159 -1.279 -0.277
C -0.217 -2.173 -0.125
C 1.135 -1.972 0.044
C 1.863 -0.754 -0.072
N 1.141 0.326 -0.252
N 1.786 1.600 -0.464
H -3.129 1.509 0.752
H -2.059 0.418 1.353
H -3.568 -0.099 0.746
H -1.219 -0.490 -2.024
H -0.733 -3.057 -0.013
H 1.530 -2.924 0.247
H 2.877 -0.916 0.086
H 1.695 2.103 0.329
H 1.296 1.974 -1.221
H 2.771 1.484 -0.629
*
```


#B
Entry from OMol25: a gas-phase ion, C5H10N3O (charge +1) (ωB97M-V/def2-TZVPD).

Orbital gap (spin up / spin down) ... 7.5 / 7.5 eV
HOMO level (spin up / spin down) ... -0.4675 / -0.4675 hartree
Structure (SMILES) ... C1=C\OC/C=[NH+]\CNN/1

```
! RIJCOSX wB97M-V def2-TZVPD def2/J DEFGRID3
* xyz 1 1
C -0.928 -1.435 -0.873
C -1.519 -1.439 0.300
O -0.783 -1.228 1.386
C -0.622 0.156 1.708
C 0.752 0.559 1.290
N 1.161 1.315 0.263
C 0.439 1.324 -1.043
N 0.634 0.038 -1.768
N 0.366 -1.104 -1.066
H -1.392 -1.634 -1.830
H -2.578 -1.767 0.366
H -0.748 0.408 2.771
H -1.323 0.729 1.165
H 1.617 0.165 1.947
H 2.124 1.566 0.165
H -0.627 1.411 -0.739
H 0.564 2.233 -1.671
H 1.632 0.089 -1.816
H 1.232 -1.387 -0.555
*
```


Most stable: #B. Least stable: #A.


#A
Entry from OMol25: 2 unconnected molecules or ions with the total composition CH5N3O (ωB97M-V/def2-TZVPD).

Orbital gap (spin up / spin down) ... 9.1 / 9.3 eV
HOMO level (spin up / spin down) ... -0.3487 / -0.3676 hartree

```
! RIJCOSX wB97M-V def2-TZVPD def2/J DEFGRID3
* xyz 0 1
C -0.506 1.493 0.162
N -0.020 -0.546 -0.852
N 0.787 -1.329 0.868
N -0.370 0.652 -1.069
O -0.092 -1.490 -1.555
H 0.324 1.235 0.742
H -0.405 2.565 -0.027
H -1.523 1.165 0.626
H 1.606 -1.619 0.266
H 0.199 -2.127 0.838
*
```


#B
Entry from OMol25: a molecular structure, CH5N3O (ωB97M-V/def2-TZVPD).

Orbital gap ... 9.0 eV
HOMO level ... -0.3226 hartree

```
! RIJCOSX wB97M-V def2-TZVPD def2/J DEFGRID3
* xyz 0 1
C -0.204 0.362 -0.265
H 1.572 -0.616 -0.599
H 0.457 -0.338 -1.998
H -1.351 1.099 -1.769
H -0.740 0.480 1.869
H -0.059 -1.506 1.927
N 0.852 -0.026 -1.033
N -1.315 0.960 -0.684
N 0.056 0.365 1.193
O 0.733 -0.781 1.359
*
```


Most stable: #B. Least stable: #A.


#A
Entry from OMol25: a single CH5N3O molecule (ωB97M-V/def2-TZVPD).

Orbital gap ... 9.4 eV
HOMO level ... -0.3125 hartree
Structure (SMILES) ... N/N=C/NO

```
! RIJCOSX wB97M-V def2-TZVPD def2/J DEFGRID3
* xyz 0 1
N 2.073 -0.323 0.141
N 0.698 -0.532 0.179
C -0.048 0.490 0.127
N -1.451 0.427 0.240
O -1.988 -0.811 -0.138
H 2.362 -1.195 -0.396
H 2.344 0.533 -0.381
H 0.254 1.503 -0.113
H -1.753 1.000 -0.557
H -2.492 -1.092 0.897
*
```


#B
Entry from OMol25: a single CH5N3O molecule (ωB97M-V/def2-TZVPD).

Orbital gap ... 10.7 eV
HOMO level ... -0.3578 hartree
Structure (SMILES) ... NC/N=N/O

```
! RIJCOSX wB97M-V def2-TZVPD def2/J DEFGRID3
* xyz 0 1
N -1.240 0.131 1.152
C -0.211 -0.617 0.461
N 0.315 0.196 -0.594
N 1.554 0.281 -0.638
O 1.996 1.028 -1.651
H -1.912 0.490 0.482
H -1.727 -0.468 1.808
H -0.591 -1.533 -0.033
H 0.570 -0.904 1.180
H 1.246 1.396 -2.167
*
```


Most stable: #B. Least stable: #A.


#A
Entry from OMol25: a molecular structure, C2H3Cl3N2 (ωB97M-V/def2-TZVPD).

Orbital gap ... 10.0 eV
HOMO level ... -0.3502 hartree

```
! RIJCOSX wB97M-V def2-TZVPD def2/J DEFGRID3
* xyz 0 1
C -0.052 -0.272 0.558
C -0.827 0.904 -0.739
N -0.651 -0.118 1.649
N 1.060 -0.793 0.047
Cl -0.155 2.476 -0.845
Cl -0.552 0.000 -2.291
Cl 2.287 -1.736 0.680
H -1.832 0.726 -0.529
H -0.386 -0.520 2.499
H 1.109 -0.668 -1.029
*
```


#B
Entry from OMol25: 2 unconnected molecules or ions with the total composition C2H3Cl3N2 (ωB97M-V/def2-TZVPD).

Orbital gap ... 10.0 eV
HOMO level ... -0.3501 hartree
Structure (SMILES) ... N=C=NC(Cl)Cl.Cl

```
! RIJCOSX wB97M-V def2-TZVPD def2/J DEFGRID3
* xyz 0 1
N 3.456 -0.159 1.123
C 2.313 -0.104 0.805
N 1.153 0.166 0.476
C -0.412 0.405 0.298
Cl -0.721 2.061 0.991
Cl -0.789 0.370 -1.305
H 3.956 -0.900 0.648
H -0.795 -0.322 1.054
Cl -4.370 -0.210 -1.815
H -3.790 -1.307 -2.274
*
```


Most stable: #B. Least stable: #A.


#A
Entry from OMol25: a single C10H8N2 molecule (ωB97M-V/def2-TZVPD).

Orbital gap ... 7.4 eV
HOMO level ... -0.2746 hartree

```
! RIJCOSX wB97M-V def2-TZVPD def2/J DEFGRID3
* xyz 0 1
C -3.899 0.753 -0.209
C 3.525 0.893 0.158
C 3.169 -0.526 -0.159
C 2.528 1.810 0.264
C 1.877 -0.873 -0.290
C 1.167 1.462 -0.013
C 0.892 0.183 -0.321
C -2.829 -0.188 -0.078
C -0.425 -0.127 -0.548
C -3.077 -1.612 0.270
N -4.792 1.474 -0.276
N -1.567 0.025 -0.237
H 4.559 1.065 0.247
H 3.835 -1.369 0.010
H 2.738 2.805 0.626
H 1.530 -1.862 -0.389
H 0.311 2.058 -0.065
H -2.698 -2.371 -0.519
H -4.239 -1.690 0.330
H -2.605 -1.908 1.200
*
```


#B
Entry from OMol25: a single C10H8N2 molecule (ωB97M-V/def2-TZVPD).

Orbital gap ... 8.9 eV
HOMO level ... -0.3466 hartree

```
! RIJCOSX wB97M-V def2-TZVPD def2/J DEFGRID3
* xyz 0 1
C 2.666 0.704 1.543
C 3.075 -0.297 0.839
C -1.271 1.708 -0.972
C 0.103 1.378 -1.070
C -2.031 0.834 -0.160
C -0.108 -0.653 0.119
C 0.719 0.330 -0.457
C -1.430 -0.330 0.347
C 2.135 0.116 -0.647
C -2.156 -1.357 1.138
N 3.425 -1.443 -0.045
N 2.707 -1.163 -1.002
H -1.529 2.657 -1.556
H 0.765 2.058 -1.661
H -3.006 0.959 0.113
H 0.262 -1.586 0.606
H 2.698 0.888 -1.065
H -3.282 -0.981 1.269
H -2.108 -2.343 0.521
H -1.633 -1.482 2.141
*
```


#C
Entry from OMol25: a single C10H8N2 molecule (ωB97M-V/def2-TZVPD).

Orbital gap ... 9.4 eV
HOMO level ... -0.3320 hartree
Structure (SMILES) ... c1ccc(-c2ncccn2)cc1

```
! RIJCOSX wB97M-V def2-TZVPD def2/J DEFGRID3
* xyz 0 1
C -1.655 1.748 2.335
C -0.676 0.872 2.742
C 0.052 0.096 1.753
C -0.359 0.261 0.406
C 0.376 -0.514 -0.635
N 1.664 -0.795 -0.386
C 2.365 -1.458 -1.289
C 1.686 -1.761 -2.533
C 0.437 -1.465 -2.624
N -0.282 -0.686 -1.717
C -1.349 1.158 0.072
C -1.990 1.896 1.087
H -2.159 2.099 3.307
H -0.478 0.769 3.804
H 0.888 -0.364 1.950
H 3.279 -1.670 -1.158
H 2.474 -2.321 -3.349
H -0.087 -1.624 -3.595
H -1.603 1.270 -1.040
H -2.585 2.489 0.871
*
```


Most stable: #C. Least stable: #B.